No. 1
{
  "formula": "C7H14N2",
  "method": "ωB97M-V/def2-TZVPD",
  "elements": ["C", "C", "N", "C", "N", "H", "H", "H", "H", "H", "H", "H", "H", "C", "C", "C", "C", "H", "H", "H", "H", "H", "H"],
  "xyz": [[1.2961, -0.2463, 2.7166], [0.9316, -1.3304, 0.5778], [0.4282, -0.3221, 1.5272], [0.4907, 1.1832, -1.6584], [1.5907, 1.2032, -2.3268], [1.6046, 0.4540, -3.0250], [0.3230, 1.9456, -0.8816], [2.3366, -0.0791, 2.4206], [0.9815, 0.5713, 3.3725], [1.9641, -1.1048, 0.2939], [0.3122, -1.3661, -0.3208], [1.2439, -1.1755, 3.2924], [0.9134, -2.3409, 0.9989], [-0.9519, -0.3137, 1.7627], [-0.7975, 0.4723, -2.1153], [-1.8213, 0.5966, 1.3076], [-1.1658, 0.3677, -3.3943], [-1.2748, -1.0171, 2.5270], [-1.3260, -0.0833, -1.3449], [-1.4966, 1.3598, 0.6116], [-2.8766, 0.5264, 1.5414], [-0.6809, 0.9263, -4.1927], [-2.0253, -0.2273, -3.6903]],
  "mulliken_charge": [-1.018, -1.044, 0.198, 0.147, -0.641, 0.281, 0.298, 0.277, 0.329, 0.329, 0.281, 0.389, 0.389, -0.184, -0.047, -0.780, -0.890, 0.365, 0.256, 0.237, 0.249, 0.304, 0.274],
  "total_energy_ha": -384.52214,
  "largest_force_ev_per_a": 2.41,
  "smiles": "[H]/N=C\\C=C.C=CN(C)C",
  "e_homo_ev": -8.515,
  "charge": 0,
  "e_above_lowest_kcal_mol": 68.9
}

---

No. 2
{
  "formula": "C29H41BCoN8O6",
  "method": "ωB97M-V/def2-TZVPD",
  "elements": ["Co", "O", "C", "O", "C", "O", "C", "C", "O", "O", "H", "H", "H", "H", "H", "C", "C", "C", "C", "C", "N", "N", "B", "N", "N", "C", "C", "C", "C", "C", "N", "N", "C", "C", "C", "C", "C", "H", "H", "H", "H", "H", "H", "H", "H", "H", "H", "H", "H", "H", "H", "H", "H", "H", "H", "H", "H", "H", "H", "C", "C", "N", "C", "C", "C", "O", "C", "C", "C", "C", "N", "C", "H", "H", "H", "H", "H", "H", "H", "H", "H", "H", "H", "H", "H", "H"],
  "xyz": [[-0.0155, -0.2853, -0.2044], [-0.8200, -1.9175, 3.4444], [-0.8651, -1.6680, 2.1387], [0.0759, -1.1509, 1.5740], [-2.1442, -2.1952, 1.5271], [-2.2892, -1.8593, 0.1803], [-3.2221, -0.7945, -0.0198], [-2.7799, 0.4627, 0.7241], [-3.6178, 1.1714, 1.2641], [-1.5103, 0.6586, 0.7439], [0.0347, -1.5975, 3.7725], [-2.0801, -3.2815, 1.6197], [-2.9794, -1.8636, 2.1516], [-3.2402, -0.6221, -1.0964], [-4.2188, -1.0820, 0.3204], [-2.1801, 2.1485, -1.7420], [-1.0387, 1.4848, -2.4361], [-0.6601, 1.7467, -3.7544], [0.4712, 0.9962, -3.9829], [1.3094, 0.8943, -5.2139], [0.7375, 0.3115, -2.8638], [-0.1909, 0.5904, -1.9027], [1.9745, -0.5348, -2.5209], [1.5346, -1.9668, -2.1932], [0.8204, -2.2057, -1.0591], [0.8036, -3.5282, -0.9129], [0.1520, -4.2544, 0.2170], [1.5011, -4.1463, -1.9608], [1.9575, -3.1157, -2.7513], [2.7692, -3.1681, -4.0029], [2.6512, 0.1124, -1.2932], [1.9451, 0.2319, -0.1431], [2.7307, 0.8173, 0.7495], [2.2411, 1.1747, 2.1126], [3.9910, 1.0528, 0.1778], [3.8963, 0.5951, -1.1202], [4.9212, 0.5965, -2.2049], [-2.2663, 3.1695, -2.1147], [-2.0225, 2.1937, -0.6737], [-3.1301, 1.6512, -1.9513], [-1.1441, 2.4221, -4.4399], [0.8591, 1.4884, -6.0072], [1.3866, -0.1371, -5.5586], [2.3228, 1.2602, -5.0459], [2.7421, -0.5496, -3.4395], [0.1890, -3.6823, 1.1391], [0.6820, -5.1900, 0.3931], [-0.8841, -4.5094, -0.0144], [1.6504, -5.2027, -2.1113], [2.8710, -4.2037, -4.3231], [3.7687, -2.7570, -3.8559], [2.3001, -2.6056, -4.8103], [1.1995, 0.8868, 2.2357], [2.3174, 2.2533, 2.2699], [2.8360, 0.6817, 2.8842], [4.8472, 1.5142, 0.6413], [5.8259, 1.0843, -1.8461], [4.5698, 1.1306, -3.0884], [5.1795, -0.4165, -2.5165], [-3.4171, 5.1517, 4.4288], [-1.9787, 5.0821, 4.9197], [-1.0798, 4.4628, 3.9469], [-0.6203, 3.1088, 4.2399], [-1.7200, 2.0571, 4.1668], [-0.6317, 5.2569, 2.9360], [-0.8972, 6.4500, 2.8858], [0.1721, 4.6381, 1.8283], [1.2641, 5.3097, 1.2977], [1.9111, 4.7663, 0.1994], [1.4303, 3.5768, -0.3334], [0.3803, 2.9295, 0.1630], [-0.2355, 3.4637, 1.2119], [-4.0589, 5.5908, 5.1945], [-3.8033, 4.1631, 4.1792], [-3.4743, 5.7765, 3.5379], [-1.9048, 4.5005, 5.8405], [-1.6136, 6.0884, 5.1237], [-0.1866, 3.1189, 5.2458], [0.1867, 2.8585, 3.5572], [-2.4908, 2.2357, 4.9183], [-1.2930, 1.0702, 4.3632], [-2.2003, 2.0289, 3.1874], [1.5815, 6.2473, 1.7360], [2.7690, 5.2548, -0.2429], [1.9171, 3.1110, -1.1863], [-1.1045, 2.9164, 1.5616]],
  "mulliken_charge": [-0.260, -0.569, 0.697, -0.492, -1.135, -0.408, -1.121, 0.783, -0.718, -0.115, 0.439, 0.627, 0.441, 0.247, 0.401, -0.760, 0.762, -1.848, 1.100, -1.367, 0.689, 1.251, -1.215, 0.207, 0.534, 0.640, -1.085, -1.502, 0.868, -1.338, 0.870, 0.844, 0.359, -1.065, -1.866, 1.141, -1.415, 0.367, -0.291, 0.290, 0.518, 0.374, 0.226, 0.232, -0.093, 0.053, 0.466, 0.129, 0.505, 0.355, 0.232, 0.226, -0.055, 0.166, 0.570, 0.524, 0.390, 0.235, 0.234, -1.071, -0.895, 0.292, -0.633, -0.942, 0.207, -0.666, 0.761, -0.678, -1.114, -0.192, 0.293, -0.920, 0.384, 0.248, 0.306, 0.405, 0.463, 0.453, 0.066, 0.458, 0.292, 0.225, 0.509, 0.474, 0.357, 0.633],
  "s2": 0.775,
  "total_energy_ha": -3426.96354,
  "largest_force_ev_per_a": 0.73,
  "e_homo_ev": [-8.665, -8.635],
  "charge": 0,
  "multiplicity": 2,
  "e_above_lowest_kcal_mol": 6.0
}

---

No. 3
{
  "formula": "C34H42Cl2N3O2RuSSi",
  "method": "ωB97M-V/def2-TZVPD",
  "elements": ["Ru", "Cl", "C", "C", "C", "Cl", "C", "O", "C", "C", "O", "C", "H", "H", "H", "N", "C", "C", "C", "C", "C", "C", "C", "C", "C", "C", "C", "C", "C", "H", "H", "H", "H", "H", "H", "H", "H", "H", "H", "C", "Si", "C", "C", "C", "C", "H", "H", "H", "H", "H", "H", "H", "H", "H", "C", "C", "C", "C", "N", "C", "S", "N", "C", "C", "C", "C", "H", "H", "H", "H", "H", "H", "H", "H", "H", "H", "H", "H", "H", "H", "H", "H", "H", "H", "H", "H"],
  "xyz": [[-0.9762, 0.5473, 0.1501], [5.0781, 0.7263, 4.5303], [3.8545, 0.6200, 3.3143], [4.2223, 0.2807, 2.0160], [3.2179, 0.2551, 1.0461], [3.6547, -0.1144, -0.5937], [1.8750, 0.5302, 1.3164], [0.9945, 0.5225, 0.3752], [1.5092, 0.7898, 2.7023], [0.1740, 0.8987, 3.1140], [-0.8987, 0.7053, 2.4476], [2.5495, 0.8734, 3.6629], [5.2405, 0.0594, 1.7512], [0.0133, 1.1378, 4.1753], [2.2945, 1.1304, 4.6789], [-0.9989, 2.4197, -0.2912], [-0.1948, 3.2763, -0.7266], [-0.3866, 4.7239, -0.4830], [-0.9352, 5.1734, 0.7162], [-1.0853, 6.5301, 0.9433], [-0.6967, 7.4482, -0.0195], [-0.1728, 7.0027, -1.2211], [-0.0087, 5.6503, -1.4530], [1.0068, 2.8819, -1.5062], [2.2284, 3.5019, -1.2557], [3.3584, 3.0953, -1.9407], [3.2692, 2.1021, -2.9019], [2.0564, 1.4735, -3.1426], [0.9266, 1.8514, -2.4401], [-1.2207, 4.4465, 1.4633], [-1.5017, 6.8769, 1.8770], [-0.8160, 8.5073, 0.1592], [0.1152, 7.7168, -1.9774], [0.4043, 5.3170, -2.3939], [2.2973, 4.2816, -0.5111], [4.3130, 3.5513, -1.7224], [4.1472, 1.8056, -3.4579], [1.9914, 0.6872, -3.8809], [-0.0356, 1.3743, -2.6209], [-6.7194, 0.7511, -1.8922], [-5.9988, 0.5200, -0.1379], [-6.6219, -1.1187, 0.6203], [-6.5897, 1.9560, 0.9744], [-4.1435, 0.4919, -0.1790], [-2.9194, 0.4801, -0.1363], [-7.8055, 0.7580, -1.8747], [-6.4075, -0.0477, -2.5567], [-6.3930, 1.6901, -2.3269], [-7.7076, -1.1513, 0.6649], [-6.2465, -1.2344, 1.6331], [-6.2868, -1.9763, 0.0448], [-7.6747, 1.9937, 1.0310], [-6.2429, 2.9144, 0.6007], [-6.2101, 1.8385, 1.9849], [2.9607, -4.5172, -3.5587], [1.6841, -4.7710, -2.7643], [0.6215, -3.6836, -2.9418], [1.0550, -2.3023, -2.4384], [1.5260, -2.3664, -1.0758], [0.7709, -2.2079, 0.0096], [-0.9238, -1.9482, -0.1378], [1.3492, -2.3853, 1.1980], [0.6738, -2.3828, 2.4755], [0.2012, -3.7721, 2.9083], [1.3193, -4.7614, 3.2452], [2.0069, -5.3779, 2.0303], [3.6312, -5.3696, -3.4759], [3.4899, -3.6387, -3.1978], [2.7314, -4.3702, -4.6113], [1.9258, -4.8765, -1.7043], [1.2503, -5.7179, -3.0916], [-0.2775, -3.9759, -2.3965], [0.3658, -3.5932, -3.9981], [0.2009, -1.6163, -2.4810], [1.8649, -1.9026, -3.0492], [2.5239, -2.4774, -0.9507], [2.3492, -2.5333, 1.2176], [-0.2005, -1.7254, 2.4069], [1.3669, -1.9737, 3.2135], [-0.4391, -4.1857, 2.1272], [-0.4101, -3.6226, 3.7997], [0.8756, -5.5701, 3.8295], [2.0640, -4.2728, 3.8776], [1.2700, -5.6989, 1.2977], [2.5847, -6.2476, 2.3355], [2.6893, -4.6812, 1.5499]],
  "mulliken_charge": [0.251, -0.236, 0.150, -0.616, 1.244, -0.138, -0.792, 1.180, 0.520, -0.815, -0.481, -0.924, 0.533, 0.310, 0.415, -0.492, 0.009, 0.282, -0.519, -0.623, -0.423, -0.747, -0.181, 0.252, -0.082, -0.812, -0.702, -0.549, -0.218, 0.464, 0.398, 0.382, 0.392, 0.476, 0.546, 0.406, 0.392, 0.435, 0.522, -0.981, 0.002, -0.988, -0.987, -0.198, -0.008, 0.302, 0.307, 0.306, 0.299, 0.297, 0.312, 0.306, 0.312, 0.299, -1.186, -0.129, -0.680, -1.021, 0.038, -0.047, -0.355, 0.385, -0.975, -0.714, -0.586, -1.003, 0.391, 0.245, 0.282, -0.010, 0.396, 0.289, 0.448, 0.254, 0.471, 0.472, 0.365, 0.199, 0.482, 0.279, 0.428, 0.367, 0.261, 0.251, 0.433, 0.178],
  "s2": 0.819,
  "total_energy_ha": -3338.44000,
  "largest_force_ev_per_a": 3.51,
  "e_homo_ev": [-7.532, -7.364],
  "charge": 0,
  "multiplicity": 2,
  "e_above_lowest_kcal_mol": 16.4
}